The following is a DFT calculation (wB97M-V/def2-TZVPD) of a cluster of 2 separate species, C30H29OSi in total.

Output
net charge: +1
largest force on an atom: 0.03420 hartree/bohr
frontier orbital gap: 0.1896 hartree
lowest unoccupied orbital energy: -5.911 eV
relative energy (zero: lowest compared OMol25 entry of this formula, charge and spin): 47.5 kcal/mol
HOMO level: -11.07 eV

Geometry as XYZ:
```
61
Properties=species:S:1:pos:R:3:mulliken_charge:R:1
C 2.752 -0.783 1.976 -0.768
Si 2.886 -2.102 0.657 -0.010
C 4.668 -2.468 0.143 -1.045
C 1.994 -3.673 1.183 -0.878
C 1.862 -1.341 -0.792 0.762
C 1.708 -0.024 -1.059 -0.789
O 1.416 -2.343 -1.629 -0.322
C 0.645 -1.952 -2.748 -0.397
C 1.291 -1.776 -3.967 -0.310
C 0.574 -1.213 -5.017 -0.464
C -0.770 -0.872 -4.839 -0.648
C -1.405 -1.079 -3.610 -0.248
C -0.705 -1.672 -2.569 0.130
H 3.260 -1.156 2.877 0.431
H 3.233 0.165 1.690 0.323
H 1.711 -0.556 2.253 0.019
H 5.256 -2.853 0.992 0.335
H 4.729 -3.232 -0.649 0.324
H 5.197 -1.577 -0.230 0.330
H 2.456 -4.118 2.078 0.369
H 0.939 -3.464 1.422 0.202
H 2.011 -4.434 0.389 0.295
H 1.227 0.382 -1.950 0.278
H 2.111 0.694 -0.339 0.197
H 2.347 -2.047 -4.046 0.431
H 1.071 -1.054 -5.967 0.405
H -1.333 -0.466 -5.673 0.416
H -2.442 -0.798 -3.457 0.446
H -1.160 -1.889 -1.597 0.280
C -1.125 1.262 0.612 -0.313
C -2.027 1.394 -0.515 0.968
C -1.724 2.267 -1.581 -0.096
C -2.697 2.620 -2.510 -1.186
C -3.972 2.044 -2.454 -0.326
C -4.266 1.103 -1.461 -1.060
C -3.303 0.765 -0.517 -0.185
C -1.231 0.190 1.578 0.694
C -0.720 0.663 2.838 -0.252
C -0.928 -0.060 4.013 -0.360
C -1.530 -1.324 3.917 -0.765
C -1.923 -1.843 2.669 -1.266
C -1.812 -1.081 1.499 0.412
C -0.179 1.997 2.628 0.240
C -0.366 2.343 1.233 1.240
C 0.029 3.618 0.808 -0.405
C 0.592 4.507 1.740 -1.016
C 0.687 4.185 3.108 -0.672
C 0.281 2.922 3.561 -0.497
H -0.717 2.672 -1.661 0.537
H -2.461 3.343 -3.290 0.423
H -4.730 2.302 -3.190 0.434
H -5.243 0.620 -1.417 0.426
H -3.560 0.065 0.276 0.640
H -0.615 0.382 4.962 0.452
H -1.687 -1.909 4.827 0.436
H -2.343 -2.850 2.625 0.458
H -2.197 -1.455 0.549 0.354
H -0.111 3.939 -0.224 0.309
H 0.953 5.484 1.415 0.428
H 1.077 4.911 3.826 0.423
H 0.316 2.624 4.612 0.428
```

The following is a DFT calculation (wB97M-V/def2-TZVPD) of a structure of composition C30H30AsBCrF5N6OSSi.

Output
largest force on an atom: 0.03416 hartree/bohr
frontier orbital gap (spin up / spin down): 0.2803 / 0.2977 hartree
lowest unoccupied orbital energy (spin up / spin down): -0.461 / 0.096 eV
2S+1: 2
relative energy (zero: lowest compared OMol25 entry of this formula, charge and spin): 60.4 kcal/mol
HOMO level (spin up / spin down): -8.09 / -8.00 eV

Geometry as XYZ:
```
77
Properties=species:S:1:pos:R:3:mulliken_charge:R:1
Cr 0.007 1.130 1.165 -0.574
C -2.921 3.732 3.096 -1.322
C -2.662 2.521 2.451 -0.317
N -1.375 2.435 2.110 1.352
N -0.796 3.592 2.527 -0.402
C -1.702 4.381 3.120 -0.236
B 0.643 3.902 2.072 0.515
N 1.553 2.837 2.731 0.196
C 2.789 2.997 3.220 -0.189
C 3.193 1.802 3.783 -1.069
C 2.114 0.936 3.586 -0.204
N 1.115 1.560 2.964 -0.311
N 0.619 3.786 0.514 0.148
C 0.881 4.718 -0.408 -0.214
C 0.573 4.204 -1.658 -1.423
C 0.116 2.912 -1.409 -0.769
N 0.140 2.671 -0.097 0.674
H -3.868 4.080 3.484 0.431
H -3.356 1.728 2.215 0.419
H -1.413 5.351 3.502 0.438
H 0.988 5.009 2.390 -0.146
H 3.301 3.946 3.135 0.474
H 4.130 1.587 4.273 0.439
H 2.003 -0.097 3.880 0.481
H 1.262 5.688 -0.119 0.465
H 0.670 4.696 -2.612 0.458
H -0.218 2.146 -2.096 0.664
C 0.427 -3.765 -2.099 -0.709
As 0.860 -2.383 -3.372 0.575
C -0.468 -2.625 -4.753 -1.186
C 2.465 -3.022 -4.228 -1.130
S 0.929 -0.392 -2.782 -0.444
H -0.306 -4.431 -2.557 0.419
H 0.018 -3.325 -1.199 -0.143
H 1.328 -4.319 -1.852 0.476
H -0.536 -3.673 -5.052 0.408
H -0.189 -2.011 -5.606 0.372
H -1.428 -2.281 -4.373 0.315
H 2.336 -4.079 -4.470 0.395
H 3.317 -2.892 -3.565 0.317
H 2.621 -2.448 -5.137 0.366
C -1.437 -4.887 2.051 -0.522
C -1.889 -4.578 0.778 -0.699
C -1.980 -3.248 0.374 -0.406
C -1.633 -2.203 1.236 1.050
C -1.163 -2.540 2.509 -0.617
C -1.063 -3.862 2.916 -0.719
Si -1.900 -0.361 0.903 1.517
C -3.063 0.056 -0.535 0.609
C -3.157 1.385 -0.965 -0.009
C -4.089 1.775 -1.920 -0.848
C -4.956 0.841 -2.472 -0.459
C -4.884 -0.483 -2.058 -0.857
C -3.951 -0.868 -1.104 -0.479
H -1.379 -5.921 2.373 0.381
H -2.172 -5.370 0.092 0.373
H -2.324 -3.026 -0.631 0.448
H -0.891 -1.749 3.205 0.324
H -0.705 -4.095 3.911 0.411
H -2.851 -0.177 2.041 -0.489
H -2.504 2.135 -0.540 0.234
H -4.138 2.816 -2.226 0.421
H -5.680 1.143 -3.220 0.369
H -5.566 -1.220 -2.470 0.419
H -3.925 -1.906 -0.788 0.436
F 6.598 -1.015 -0.756 -0.331
C 5.337 -0.770 -0.399 0.789
C 4.517 -1.783 0.037 0.034
F 4.986 -3.034 0.108 -0.323
C 3.212 -1.524 0.395 0.077
F 2.465 -2.555 0.790 -0.376
C 2.642 -0.256 0.364 0.101
O 1.375 -0.098 0.730 -0.107
C 3.517 0.744 -0.067 -0.077
F 3.079 2.003 -0.145 -0.300
C 4.823 0.508 -0.442 -0.064
F 5.588 1.520 -0.850 -0.322
```

The following is a DFT calculation (wB97M-V/def2-TZVPD) of a structure of composition C30H30AsCoF8N6.

Output
net charge: +1
largest force on an atom: 0.08109 hartree/bohr
frontier orbital gap (spin up / spin down): 0.1461 / 0.1530 hartree
lowest unoccupied orbital energy (spin up / spin down): -6.770 / -6.679 eV
2S+1: 2
relative energy (zero: lowest compared OMol25 entry of this formula, charge and spin): 52.8 kcal/mol
HOMO level (spin up / spin down): -10.75 / -10.84 eV

Geometry as XYZ:
```
76
Properties=species:S:1:pos:R:3:mulliken_charge:R:1
Co 1.079 0.088 -1.194 -0.151
C -1.029 1.782 -2.564 -1.065
C 0.322 2.479 -2.710 0.189
N 1.428 1.512 -2.733 1.042
C 2.733 2.166 -2.536 -0.849
C 2.915 2.722 -1.127 -0.944
C 1.446 0.739 -3.991 -1.301
C 1.960 -0.670 -3.702 -0.812
N 1.217 -1.128 -2.551 0.471
C 0.986 -2.440 -2.336 0.303
C 0.025 -2.771 -1.357 0.492
F -0.534 -1.697 -0.718 -0.289
C -0.351 -4.062 -1.062 -0.148
F -1.259 -4.274 -0.101 -0.307
C 0.226 -5.128 -1.739 -0.605
C 1.193 -4.846 -2.695 0.085
F 1.791 -5.844 -3.334 -0.302
C 1.580 -3.544 -2.989 0.502
F 2.547 -3.352 -3.896 -0.327
H -1.782 2.484 -2.210 0.405
H -0.939 0.971 -1.820 0.047
H -1.392 1.359 -3.497 0.476
H 0.477 3.121 -1.841 -0.530
H 0.340 3.106 -3.608 0.379
H 2.864 2.961 -3.281 0.416
H 3.493 1.408 -2.724 0.455
H 2.600 3.758 -1.051 0.292
H 3.960 2.674 -0.837 0.369
H 2.343 2.124 -0.407 0.058
H 2.052 1.236 -4.753 0.306
H 0.426 0.646 -4.365 0.347
H 3.038 -0.682 -3.499 0.406
H 1.785 -1.316 -4.566 0.503
H -0.068 -6.146 -1.539 0.523
C 0.296 5.218 0.228 -1.062
C -0.953 4.365 0.381 -0.875
As -0.681 2.452 0.898 0.423
C -2.610 1.957 0.931 -0.111
C -3.476 2.831 1.825 -1.528
C -0.204 2.778 2.810 -0.932
C -0.425 1.651 3.808 -0.812
H 0.029 6.274 0.166 0.370
H 0.848 4.967 -0.677 0.169
H 0.961 5.093 1.080 0.259
H -1.545 4.403 -0.537 0.439
H -1.566 4.788 1.179 0.631
H -2.685 0.927 1.263 -0.034
H -2.970 1.989 -0.101 0.497
H -3.036 2.953 2.813 0.290
H -4.444 2.349 1.955 0.450
H -3.652 3.814 1.391 0.350
H -0.792 3.647 3.120 0.495
H 0.849 3.082 2.822 0.496
H -1.461 1.310 3.812 0.155
H -0.187 2.012 4.812 0.470
H 0.221 0.799 3.600 0.018
F 1.365 -4.948 2.574 -0.346
C 0.496 -3.938 2.545 -0.013
C -0.785 -4.156 2.999 0.254
F -1.106 -5.353 3.476 -0.322
C -1.789 -3.156 2.904 -0.256
C -1.335 -1.891 2.448 1.102
C -0.063 -1.683 1.988 0.429
F 0.220 -0.445 1.488 -0.308
C 0.909 -2.708 1.977 0.399
C 2.180 -2.538 1.348 0.247
C 2.372 -1.442 0.564 0.854
N 2.427 -0.488 -0.119 -0.376
C 3.235 -3.469 1.458 -0.426
N 4.127 -4.182 1.544 -0.470
F -2.176 -0.854 2.413 -0.323
C -3.150 -3.408 3.151 1.298
C -3.656 -4.642 3.592 -0.287
N -4.139 -5.618 3.957 -0.395
C -4.144 -2.460 2.861 -0.186
N -4.979 -1.720 2.590 -0.469
```

Q: The highest relative energy (zero: lowest compared OMol25 entry of this formula, charge and spin) belongs to which entry?
A: C30H30AsBCrF5N6OSSi

Q: Among the records above, which one has the lowest relative energy (zero: lowest compared OMol25 entry of this formula, charge and spin)?
A: C30H29OSi

Q: Among the records above, which one has the highest largest force on an atom?
A: C30H30AsCoF8N6

Q: Among the records above, which one has the highest largest force on an atom?
A: C30H30AsCoF8N6